(1)
{"formula": "C43H39AsCl5CsN6OS", "method": "wB97M-V/def2-TZVPD", "charge": -2, "largest_force_ev_per_a": 1.8, "gap_ev": 5.27, "elements": ["Cs", "C", "C", "C", "C", "C", "N", "C", "C", "C", "C", "C", "C", "C", "N", "C", "C", "C", "N", "C", "C", "N", "C", "C", "C", "N", "H", "H", "H", "H", "H", "H", "H", "H", "H", "H", "H", "H", "H", "H", "H", "H", "H", "H", "Cl", "C", "C", "C", "Cl", "C", "Cl", "C", "Cl", "C", "Cl", "C", "As", "C", "C", "C", "C", "C", "C", "C", "C", "H", "H", "H", "H", "H", "H", "H", "H", "H", "H", "H", "H", "H", "C", "S", "O", "C", "C", "C", "C", "C", "C", "H", "H", "H", "H", "H", "H", "H", "H", "N", "C"], "xyz": [[-0.03465, -0.17171, -0.44587], [-1.31186, -5.27212, -5.50838], [-0.37080, -4.53498, -4.59528], [0.81314, -3.97587, -5.05737], [1.63962, -3.24940, -4.22341], [1.35190, -3.01147, -2.85957], [2.03271, -2.12030, -2.11237], [3.36314, -1.96441, -2.22988], [4.29017, -3.01134, -2.46747], [5.65501, -2.81847, -2.38875], [6.21810, -1.57979, -2.08812], [7.70688, -1.38689, -1.99675], [5.33353, -0.52244, -1.90023], [3.96762, -0.70083, -1.98343], [3.13534, 0.45185, -1.87140], [2.37941, 0.96455, -2.86450], [1.91715, 2.18316, -2.43559], [2.43961, 2.31323, -1.13610], [3.19144, 1.27014, -0.80762], [0.18981, -3.71018, -2.36817], [-0.65129, -4.38412, -3.24102], [-0.14136, -3.80154, -0.97054], [-0.93885, -4.72378, -0.36489], [-0.96836, -4.43847, 0.97737], [-0.12711, -3.32237, 1.11274], [0.37335, -2.96355, -0.05750], [-0.95762, -5.22703, -6.53988], [-2.31861, -4.84610, -5.48967], [-1.40682, -6.32914, -5.24147], [1.08256, -4.08435, -6.10446], [2.53364, -2.78955, -4.62767], [3.89901, -4.00296, -2.66157], [6.31057, -3.67092, -2.54782], [8.22399, -2.34449, -2.08174], [8.00480, -0.93839, -1.04539], [8.09120, -0.73777, -2.79004], [5.69721, 0.47699, -1.68691], [2.23715, 0.42222, -3.78358], [1.28574, 2.86511, -2.97675], [2.28514, 3.10652, -0.42203], [-1.56473, -4.81349, -2.84783], [-1.40807, -5.51023, -0.92703], [-1.53092, -4.94213, 1.74300], [0.10089, -2.75273, 1.99711], [-2.96658, -1.29795, 0.16774], [-3.54981, -1.56947, 1.85247], [-2.62949, -1.69794, 2.85462], [-3.15930, -1.90664, 4.09825], [-2.04265, -2.09388, 5.49466], [-4.52050, -1.98678, 4.37341], [-5.14039, -2.25770, 5.97899], [-5.41409, -1.84499, 3.31314], [-7.12533, -1.93330, 3.59616], [-4.92840, -1.63242, 2.02311], [-6.05007, -1.45397, 0.70865], [3.76018, 0.95283, 2.92610], [1.85146, 1.18412, 2.46205], [1.52291, 2.60579, 3.77482], [1.11459, -0.38578, 3.43598], [1.47180, -0.46317, 4.87693], [2.60724, -1.14189, 5.31688], [2.93875, -1.18598, 6.66337], [2.13782, -0.55358, 7.60166], [0.99790, 0.11822, 7.17884], [0.66951, 0.16210, 5.83456], [3.93584, 0.90281, 4.00204], [4.29744, 1.80313, 2.50255], [4.13835, 0.05011, 2.44513], [1.94219, 2.35914, 4.75126], [0.44968, 2.76900, 3.84932], [1.99703, 3.51298, 3.39430], [1.50750, -1.25053, 2.89444], [0.03136, -0.36922, 3.29359], [3.23284, -1.64355, 4.58745], [3.82530, -1.72381, 6.97912], [2.39045, -0.59260, 8.65443], [0.35115, 0.60277, 7.90050], [-0.23223, 0.66528, 5.50792], [-3.20452, 2.85665, -1.63662], [-1.41245, 2.89722, -1.81623], [-1.03593, 1.47562, -2.15257], [-1.46988, 3.67763, -3.44921], [-1.56307, 5.06060, -3.54377], [-1.58367, 5.66893, -4.78945], [-1.49133, 4.89538, -5.93910], [-1.37585, 3.51739, -5.83662], [-1.36238, 2.90293, -4.59248], [-3.62784, 2.43001, -2.54393], [-3.56982, 3.87135, -1.47812], [-3.39820, 2.23485, -0.76708], [-1.61327, 5.65934, -2.64102], [-1.65833, 6.74719, -4.86155], [-1.49981, 5.36883, -6.91290], [-1.28861, 2.91361, -6.73171], [-1.25796, 1.83145, -4.47909], [-1.42391, 2.08666, 0.61729], [-0.98741, 1.79748, 1.66201]], "lowdin_charge": [1.04, -0.08, -0.31, -0.08, -0.04, -0.26, 0.04, -0.26, -0.03, -0.08, -0.31, -0.08, 0.00, -0.14, -0.13, -0.09, -0.11, -0.20, 0.08, -0.10, -0.01, -0.08, -0.09, -0.07, -0.20, -0.08, 0.06, 0.07, 0.07, 0.10, 0.10, 0.10, 0.10, 0.06, 0.07, 0.07, 0.12, 0.13, 0.08, 0.10, 0.10, 0.10, 0.09, 0.08, 0.51, -0.66, -0.12, -0.69, 0.56, -0.72, 0.59, -0.72, 0.60, -0.72, 0.61, -0.34, 1.09, -0.34, -0.35, -0.31, -0.07, -0.11, -0.12, -0.10, -0.09, 0.01, 0.01, 0.01, 0.01, -0.01, 0.01, 0.06, 0.04, 0.11, 0.09, 0.08, 0.10, 0.11, -0.23, 0.85, -0.82, -0.39, -0.09, -0.10, -0.11, -0.08, -0.07, 0.06, 0.05, 0.03, 0.11, 0.09, 0.09, 0.10, 0.11, -0.27, -0.37]}



(2)
{"formula": "C4H5NOS", "method": "wB97M-V/def2-TZVPD", "charge": 0, "largest_force_ev_per_a": 3.9, "gap_ev": [8.67, 8.67], "elements": ["C", "C", "C", "C", "N", "O", "S", "H", "H", "H", "H", "H"], "xyz": [[0.87329, 1.35824, 0.60601], [-0.14840, 1.38738, 1.51734], [-0.28587, -0.50655, 0.00237], [-0.62195, -1.54804, -0.99291], [0.77379, 0.31217, -0.28917], [1.53470, -0.09055, -1.20762], [-1.13555, -0.02903, 1.41412], [1.57253, 2.20355, 0.35379], [-0.45280, 2.24662, 2.20920], [-0.33886, -1.20292, -2.04602], [0.01621, -2.37657, -0.56055], [-1.78708, -1.75430, -1.00656]], "lowdin_charge": [-0.12, -0.40, -0.58, -0.09, -0.31, -0.10, 1.03, 0.15, 0.10, 0.11, 0.10, 0.11]}



(3)
{"formula": "C4H13NO3", "method": "wB97M-V/def2-TZVPD", "charge": 0, "largest_force_ev_per_a": 5.2, "gap_ev": 3.14, "elements": ["C", "C", "N", "C", "C", "O", "H", "H", "H", "H", "H", "H", "H", "H", "H", "H", "H", "O", "H", "H", "O"], "xyz": [[2.37761, 0.89686, 0.30345], [1.94631, -0.08772, -0.67846], [0.50887, -0.07721, -0.66780], [-0.11598, 1.13913, -1.06270], [-0.17655, -0.41865, 0.56809], [2.51370, -1.33048, -0.38672], [1.94718, 0.78792, 1.19673], [3.24446, 1.63204, 0.29626], [2.11474, 0.18488, -1.77497], [0.37446, 1.33083, -2.12894], [-1.35751, 1.10827, -1.11546], [0.16600, 1.94950, -0.41793], [0.15985, 0.23901, 1.35051], [0.20084, -1.46766, 0.83574], [-1.26131, -0.45087, 0.36467], [-3.19980, -0.29560, 0.44225], [3.31419, -1.02768, 0.05505], [-3.40228, -1.26769, 0.31592], [-3.06953, 1.57780, 1.70597], [-2.67691, -1.71388, 0.77964], [-2.57481, 1.03670, 1.10864]], "lowdin_charge": [0.28, -0.51, -0.14, -0.10, -0.07, 0.06, 0.04, 0.14, 0.17, 0.13, 0.17, 0.07, 0.08, 0.13, 0.05, -0.04, 0.10, -0.13, -0.08, 0.01, -0.35]}



(4)
{"formula": "C4H14N2O", "method": "wB97M-V/def2-TZVPD", "charge": 0, "largest_force_ev_per_a": 2.3, "smiles": "CC(C)NCN.O", "gap_ev": 9.46, "elements": ["C", "C", "C", "N", "C", "N", "H", "H", "H", "H", "H", "H", "H", "H", "H", "H", "H", "H", "H", "H", "O"], "xyz": [[-1.40539, 0.86828, 0.44124], [-0.08114, 1.23773, -0.23874], [0.77638, 2.03028, 0.69621], [0.73791, 0.10315, -0.75001], [0.27859, -0.62103, -1.97101], [-0.84680, -1.52963, -2.00868], [-1.98386, 1.73023, 0.76870], [-1.18666, 0.20817, 1.28184], [-2.00442, 0.33310, -0.27697], [-0.27247, 1.84828, -1.12815], [0.31119, 2.87965, 1.19126], [1.77684, 2.25374, 0.32022], [1.07101, 1.40083, 1.56114], [0.78988, -0.61453, -0.03471], [1.14350, -1.21579, -2.27527], [0.27894, 0.10724, -2.78310], [-0.67167, -2.28166, -1.34217], [-1.75661, -1.16113, -1.84900], [1.17392, -2.31536, 2.06219], [0.59594, -2.93254, 3.31994], [1.27491, -2.32901, 3.01508]], "lowdin_charge": [-0.06, -0.47, -0.10, -0.04, -0.32, 0.01, 0.08, 0.08, 0.04, 0.13, 0.08, 0.08, 0.08, 0.08, 0.10, 0.11, 0.07, 0.04, 0.02, 0.03, -0.05]}



(5)
{"formula": "C20H22N3O2PPdS3", "method": "wB97M-V/def2-TZVPD", "charge": -1, "largest_force_ev_per_a": 0.8, "s2": 0.77, "spin_multiplicity": 2, "gap_ev": [6.24, 6.10], "elements": ["Pd", "C", "C", "O", "P", "S", "S", "O", "C", "C", "H", "H", "H", "H", "H", "H", "H", "H", "H", "H", "N", "C", "C", "C", "C", "C", "C", "C", "N", "C", "C", "N", "C", "H", "H", "H", "H", "H", "H", "H", "S", "C", "C", "C", "C", "C", "C", "H", "H", "H", "H", "H"], "xyz": [[1.37091, -0.63194, -0.17440], [5.14742, 4.08327, 0.90615], [4.58049, 3.49579, -0.37197], [3.20789, 3.16692, -0.20528], [2.77860, 1.56049, -0.14851], [2.77567, -2.30879, 0.20829], [0.80508, 1.66617, -0.67534], [2.67230, 1.36642, 1.49959], [3.68948, 0.60772, 2.15681], [3.06277, -0.17047, 3.29107], [6.19684, 4.36001, 0.76327], [5.08394, 3.36057, 1.72163], [4.58533, 4.97322, 1.19454], [5.15747, 2.61208, -0.67141], [4.65194, 4.22442, -1.18190], [4.44913, 1.29663, 2.53476], [4.16188, -0.07322, 1.44487], [2.65663, 0.50702, 4.04717], [3.80591, -0.82561, 3.75512], [2.24397, -0.77457, 2.90281], [-8.94605, 0.94142, 1.10405], [-7.85080, 0.61000, 1.20392], [-6.47168, 0.18557, 1.33369], [-5.46607, 0.84474, 0.63721], [-4.15041, 0.43440, 0.75777], [-3.83339, -0.63309, 1.58941], [-4.83543, -1.29548, 2.28637], [-6.15111, -0.88910, 2.15487], [-2.49266, -1.03994, 1.71667], [-2.01511, -2.34096, 1.84634], [-0.66379, -2.22699, 1.86997], [-0.29280, -0.89526, 1.78719], [-1.39462, -0.22055, 1.69620], [-5.72065, 1.66942, -0.01491], [-3.36622, 0.91894, 0.18865], [-4.57754, -2.11777, 2.94096], [-6.93661, -1.39738, 2.69796], [-2.66785, -3.19949, 1.82298], [0.07909, -3.00715, 1.89243], [-1.46099, 0.85572, 1.61659], [-0.35042, -1.61147, -1.50757], [0.18366, -1.59861, -3.19065], [1.47936, -1.28289, -3.61435], [1.82022, -1.33126, -4.96087], [0.88385, -1.68452, -5.92506], [-0.40868, -1.98964, -5.51850], [-0.75347, -1.94727, -4.17493], [2.21227, -1.00016, -2.88143], [2.83514, -1.08363, -5.25630], [1.15632, -1.72041, -6.97401], [-1.16090, -2.25379, -6.25435], [-1.76631, -2.18951, -3.86755]], "mulliken_spin": [0.12, 0.00, 0.00, 0.00, 0.00, 0.93, -0.01, 0.00, 0.01, -0.01, 0.00, 0.00, 0.00, 0.00, 0.00, 0.00, -0.01, 0.00, 0.00, 0.00, 0.00, 0.00, 0.00, 0.00, 0.00, 0.00, 0.00, 0.00, 0.00, 0.02, 0.00, 0.00, 0.00, 0.00, 0.00, 0.00, 0.00, 0.00, -0.02, 0.00, -0.03, -0.03, 0.00, 0.00, 0.00, 0.00, 0.00, 0.03, 0.00, 0.00, 0.00, 0.00]}



(6)
{"formula": "CH6OP2S", "method": "wB97M-V/def2-TZVPD", "charge": 0, "largest_force_ev_per_a": 4.4, "smiles": "C[P@H](O)=[PH]=S", "gap_ev": 7.69, "elements": ["C", "O", "P", "P", "S", "H", "H", "H", "H", "H", "H"], "xyz": [[-0.68310, 1.22085, -0.27696], [0.84628, -0.29602, -1.65706], [0.12814, -1.86579, 1.15440], [0.58983, -0.05871, -0.08215], [-1.76072, -2.04698, 1.32779], [-0.59087, 1.91693, 0.56366], [-0.32598, 1.79302, -1.15197], [-1.66934, 1.00527, -0.37547], [1.00958, -1.13130, -2.04699], [0.62731, -1.16960, 2.28499], [1.82887, 0.63234, 0.25977]], "lowdin_charge": [-0.24, -0.29, -0.05, 0.62, -0.10, 0.06, 0.06, 0.00, 0.05, -0.15, 0.03]}



Energy above the lowest of the compared OMol25 structures with the same formula, charge and spin (kcal per mole)
31.2; 70.4; 226.2; 31.2; 48.2; 14.4